Entry 1:
Below is 2 unconnected molecules or ions with the total composition C4H5NS at a distorted geometry, with properties calculated with ωB97M-V/def2-TZVPD.

The calculation puts the LUMO energy at 0.69 eV. The calculation puts the largest force on an atom at 4.2 eV Å⁻¹. Its spin multiplicity is 1. The SMILES is CC1=CS1.C#N. The total charge is 0. Its HOMO-LUMO gap is 8.655 eV. The calculation puts the highest occupied orbital energy at -8.0 eV. The energy relative to the best compared isomer or geometry (same formula, charge and spin) is 336.9 kJ/mol.

Cartesian coordinates (Å):
C 0.71 -0.87 0.81
C 1.03 0.23 0.00
C 1.80 0.82 -0.87
S 0.60 2.00 -0.04
H 1.21 -0.58 1.85
H 1.34 -1.69 0.56
H -0.29 -1.25 0.92
H 2.66 0.75 -1.58
C -3.06 0.26 -0.59
N -3.61 -0.77 -0.56
H -2.40 1.08 -0.49

=====

Entry 2:
Below is a single C4H5NS2 molecule at a distorted geometry, with properties calculated with ωB97M-V/def2-TZVPD.

The calculation puts the LUMO energy (alpha / beta) at -0.45 / -0.41 eV. The calculation puts the largest force on an atom at 2.3 eV Å⁻¹. Its spin multiplicity is 1. The total charge is 0. Its HOMO-LUMO gap (alpha / beta) is 6.875 / 6.824 eV. The calculation puts the highest occupied orbital energy (alpha / beta) at -7.3 / -7.2 eV. The energy relative to the best compared isomer or geometry (same formula, charge and spin) is 360.9 kJ/mol.

Cartesian coordinates (Å):
C 2.32 -1.56 -0.83
C 1.92 -0.77 0.27
C 1.79 -1.93 -1.97
C -1.78 0.83 -0.06
N -0.54 0.16 -0.31
S 1.28 -2.45 -3.34
S 0.60 0.15 0.76
H 3.33 -1.97 -0.70
H 2.65 -0.70 1.06
H -2.19 0.64 0.94
H -1.69 1.92 -0.18
H -2.48 0.46 -0.80

=====

Entry 3:
Below is a molecular structure, C4H5O2P at a distorted geometry, with properties calculated with ωB97M-V/def2-TZVPD.

The calculation puts the LUMO energy at 0.30 eV. The calculation puts the largest force on an atom at 3.6 eV Å⁻¹. Its spin multiplicity is 1. The total charge is 0. Its HOMO-LUMO gap is 8.554 eV. The calculation puts the highest occupied orbital energy at -8.3 eV. The energy relative to the best compared isomer or geometry (same formula, charge and spin) is 241.2 kJ/mol.

Cartesian coordinates (Å):
C -1.11 -0.33 0.16
C -0.95 0.79 0.95
C 0.03 -0.30 -2.20
C -0.41 0.00 -1.05
O 0.37 -0.46 -3.32
O 1.67 -0.91 0.99
P 0.12 1.70 -0.21
H -1.39 -1.37 0.55
H -1.14 0.98 1.95
H 1.22 -1.55 1.54
H 2.59 -1.07 1.27
H -1.01 2.52 -0.63

=====

Entry 4:
Below is a molecular structure, C4H5O2Tb at a distorted geometry, with properties calculated with ωB97M-V/def2-TZVPD.

The calculation puts the LUMO energy (alpha / beta) at -9.39 / -10.12 eV. The calculation puts the largest force on an atom at 3.6 eV Å⁻¹. Its spin multiplicity is 7. The total charge is +2. Its HOMO-LUMO gap (alpha / beta) is 7.347 / 6.833 eV. The calculation puts the highest occupied orbital energy (alpha / beta) at -16.7 / -17.0 eV.

Cartesian coordinates (Å):
H -1.79 0.88 -0.20
O 1.33 2.16 -2.80
C 0.67 1.33 -1.95
C 0.30 1.74 -0.72
C 0.56 0.66 0.27
C -0.41 -0.23 0.64
O -1.67 -0.10 0.12
Tb -0.59 -1.54 2.79
H 1.20 1.89 -3.71
H 0.41 0.35 -2.37
H 0.55 2.76 -0.43
H 1.35 0.85 1.00

=====

Entry 5:
Below is a gas-phase ion, C4H5O3 (charge -1) at a distorted geometry, with properties calculated with ωB97M-V/def2-TZVPD.

The calculation puts the LUMO energy at 2.48 eV. The calculation puts the largest force on an atom at 3.9 eV Å⁻¹. Its spin multiplicity is 1. The total charge is -1. Its HOMO-LUMO gap is 7.348 eV. The calculation puts the highest occupied orbital energy at -4.9 eV. The energy relative to the best compared isomer or geometry (same formula, charge and spin) is 306.3 kJ/mol.

Cartesian coordinates (Å):
O 1.20 1.24 -0.74
C 1.58 0.26 -0.06
O 2.68 0.11 0.52
C 0.55 -0.79 0.22
C -1.98 -0.02 0.54
C -0.71 -0.85 -0.30
O -2.99 0.09 -0.22
H 0.84 -1.35 1.11
H -2.13 -0.65 1.41
H -1.49 0.95 0.73
H -1.14 -1.85 -0.33
H -0.68 -0.45 -1.31

=====

Entry 6:
Below is a molecular structure, C4H5O3Sr at a distorted geometry, with properties calculated with ωB97M-V/def2-TZVPD.

The calculation puts the LUMO energy at -5.14 eV. The calculation puts the largest force on an atom at 1.8 eV Å⁻¹. Its spin multiplicity is 1. The total charge is +1. Its HOMO-LUMO gap is 6.054 eV. The calculation puts the highest occupied orbital energy at -11.2 eV. The energy relative to the best compared isomer or geometry (same formula, charge and spin) is 83.3 kJ/mol.

Cartesian coordinates (Å):
O -0.83 3.71 2.00
C -0.36 4.29 2.85
Sr -1.89 2.32 0.22
O -0.16 1.55 -1.90
C -0.98 0.74 -1.47
O -0.63 -0.35 -0.72
C 0.61 -1.07 -0.76
C 0.53 -2.12 0.33
H 0.74 -1.52 -1.75
H 1.47 -0.40 -0.60
H -0.24 -2.87 0.08
H 1.51 -2.62 0.43
H 0.26 -1.67 1.29

=====

Entry 7:
Below is a molecular structure, C4H5O6Pb at a distorted geometry, with properties calculated with ωB97M-V/def2-TZVPD.

The calculation puts the LUMO energy (alpha / beta) at -0.09 / -0.25 eV. The calculation puts the largest force on an atom at 7.6 eV Å⁻¹. Its spin multiplicity is 2. The total charge is 0. Its HOMO-LUMO gap (alpha / beta) is 6.272 / 10.075 eV. The calculation puts the highest occupied orbital energy (alpha / beta) at -6.4 / -10.3 eV.

Cartesian coordinates (Å):
O 2.35 1.48 1.41
C 1.11 1.66 1.51
O 0.62 2.34 2.44
O 0.27 1.18 0.60
Pb 2.68 2.89 3.19
C 0.94 0.50 -0.66
C -0.43 -0.01 -0.92
H 1.21 1.36 -1.28
H 1.65 -0.29 -0.37
H -1.26 0.68 -1.13
O -0.74 -1.21 -0.22
C -1.76 -1.92 -0.68
O -2.42 -1.67 -1.65
O -1.83 -3.04 0.03
H -2.53 -3.60 -0.33
H 0.15 -0.33 -1.94

=====

Entry 8:
Below is a molecular structure, C4H5O6Sm at a distorted geometry, with properties calculated with ωB97M-V/def2-TZVPD.

The calculation puts the LUMO energy (alpha / beta) at -0.01 / -0.22 eV. The calculation puts the largest force on an atom at 2.6 eV Å⁻¹. Its spin multiplicity is 8. The total charge is 0. Its HOMO-LUMO gap (alpha / beta) is 5.207 / 9.548 eV. The calculation puts the highest occupied orbital energy (alpha / beta) at -5.2 / -9.8 eV.

Cartesian coordinates (Å):
H -0.90 0.09 -0.28
O 2.20 1.43 -0.60
C 1.65 0.44 -0.04
O 1.25 0.51 1.15
O 1.36 -0.60 -0.81
C 0.74 -1.77 -0.25
O -1.45 -0.69 0.00
C -2.02 2.74 0.44
C -0.76 -1.84 -0.45
O -0.91 3.01 0.17
O -3.09 2.62 0.86
Sm 1.83 3.24 1.19
H 1.00 -1.86 0.81
H 1.22 -2.60 -0.79
H -0.97 -2.03 -1.52
H -1.14 -2.69 0.13

=====

Entry 9:
Below is a molecular structure, C4H5OP at a distorted geometry, with properties calculated with ωB97M-V/def2-TZVPD.

The calculation puts the LUMO energy (alpha / beta) at -0.57 / -0.94 eV. The calculation puts the largest force on an atom at 3.1 eV Å⁻¹. Its spin multiplicity is 1. The total charge is 0. Its HOMO-LUMO gap (alpha / beta) is 6.925 / 6.157 eV. The calculation puts the highest occupied orbital energy (alpha / beta) at -7.5 / -7.1 eV. The energy relative to the best compared isomer or geometry (same formula, charge and spin) is 310.1 kJ/mol.

Cartesian coordinates (Å):
C 0.15 -0.65 -0.89
C 1.16 0.18 -0.46
C -0.61 -0.76 0.40
C 0.61 0.17 0.88
O 1.48 -3.04 0.57
P 2.10 -2.10 1.46
H 0.04 -1.39 -1.71
H 1.84 0.76 -1.01
H -1.55 -0.25 0.52
H -0.57 -1.79 0.83
H 0.71 0.71 1.76

=====

Entry 10:
Below is 2 unconnected molecules or ions with the total composition C4H5P at a distorted geometry, with properties calculated with ωB97M-V/def2-TZVPD.

The calculation puts the LUMO energy at 1.17 eV. The calculation puts the largest force on an atom at 8.0 eV Å⁻¹. Its spin multiplicity is 1. The SMILES is C1=[PH]=C1.C#C. The total charge is 0. Its HOMO-LUMO gap is 10.077 eV. The calculation puts the highest occupied orbital energy at -8.9 eV. The energy relative to the best compared isomer or geometry (same formula, charge and spin) is 346.1 kJ/mol.

Cartesian coordinates (Å):
C 1.10 -0.34 -1.66
P -0.26 0.79 -2.15
C 1.33 0.10 -2.91
H 1.39 -0.88 -0.76
H -1.05 -0.27 -2.70
H 1.96 0.23 -3.65
C -0.05 -0.70 2.03
C -0.55 0.38 1.90
H 0.26 -1.69 2.17
H -1.11 1.36 2.00

=====

Q: Which of these has the lowest largest force on an atom?
A: C4H5O3Sr

=====

Please write out number 5 again, unchanged.
Below is a gas-phase ion, C4H5O3 (charge -1) at a distorted geometry, with properties calculated with ωB97M-V/def2-TZVPD.

The calculation puts the LUMO energy at 2.48 eV. The calculation puts the largest force on an atom at 3.9 eV Å⁻¹. Its spin multiplicity is 1. The total charge is -1. Its HOMO-LUMO gap is 7.348 eV. The calculation puts the highest occupied orbital energy at -4.9 eV. The energy relative to the best compared isomer or geometry (same formula, charge and spin) is 306.3 kJ/mol.

Cartesian coordinates (Å):
O 1.20 1.24 -0.74
C 1.58 0.26 -0.06
O 2.68 0.11 0.52
C 0.55 -0.79 0.22
C -1.98 -0.02 0.54
C -0.71 -0.85 -0.30
O -2.99 0.09 -0.22
H 0.84 -1.35 1.11
H -2.13 -0.65 1.41
H -1.49 0.95 0.73
H -1.14 -1.85 -0.33
H -0.68 -0.45 -1.31